[1]
This record from OMol25 describes a cluster of 2 separate species, C3H8O2 in total at a distorted geometry. The level of theory is ωB97M-V/def2-TZVPD.

Summary:
- SMILES string: O=CO.CC

ORCA input file:
```
! RIJCOSX wB97M-V def2-TZVPD def2/J DEFGRID3
* xyz 0 1
O -0.562 -3.428 0.099
C -0.908 -2.330 -0.263
O -0.619 -1.950 -1.500
H -1.360 -1.551 0.422
H -0.433 -2.669 -2.087
C 0.364 1.768 -0.210
C 0.645 1.246 1.142
H -0.625 1.966 -0.581
H 0.593 1.012 -0.932
H 0.949 2.634 -0.540
H 1.743 0.965 1.278
H 0.277 2.064 1.840
H -0.066 0.273 1.331
*
```

These are the Löwdin partial charges, in e, on atoms 1 to 4: atom 1 (O): 0.050, atom 2 (C): -0.388, atom 3 (O): 0.078, atom 4 (H): 0.145



[2]
This record from OMol25 describes a cluster of 2 separate species, C5H10O in total. The level of theory is ωB97M-V/def2-TZVPD.

ORCA input file:
```
! RIJCOSX wB97M-V def2-TZVPD def2/J DEFGRID3
* xyz 0 1
C -0.660 -0.967 1.337
C 0.681 -0.560 0.643
C 1.272 -1.729 -0.149
C 0.199 0.617 -0.101
C -1.038 2.994 -1.378
O -1.236 2.773 -2.547
H -1.051 -0.169 1.971
H -0.447 -1.840 1.963
H -1.429 -1.259 0.613
H 1.350 -0.250 1.456
H 1.620 -2.532 0.511
H 2.123 -1.399 -0.754
H 0.520 -2.148 -0.829
H -0.017 0.260 -1.134
H -1.788 2.763 -0.597
H -0.099 3.444 -1.005
*
```

These are the Löwdin partial charges, in e, on atoms 1 to 4: atom 1 (C): -0.078, atom 2 (C): -0.545, atom 3 (C): -0.095, atom 4 (C): 0.177



[3]
This record from OMol25 describes an isolated molecule of C5H8O2. The level of theory is ωB97M-V/def2-TZVPD.

Summary:
- SMILES string: O=C1CC[C@@H]1CO

ORCA input file:
```
! RIJCOSX wB97M-V def2-TZVPD def2/J DEFGRID3
* xyz 0 1
O 0.210 -0.571 -2.409
C 0.294 -0.759 -1.225
C -0.110 -1.906 -0.301
C -0.320 -0.820 0.785
C 0.540 0.173 -0.040
C 0.075 1.609 -0.128
O -0.041 2.053 1.212
H -0.952 -2.525 -0.619
H 0.749 -2.545 -0.067
H 0.030 -1.049 1.792
H -1.361 -0.487 0.837
H 1.587 0.130 0.284
H 0.793 2.217 -0.699
H -0.886 1.652 -0.664
H -0.610 2.828 1.242
*
```

These are the Löwdin partial charges, in e, on atoms 1 to 4: atom 1 (O): 0.111, atom 2 (C): -0.371, atom 3 (C): -0.076, atom 4 (C): -0.122



Here are the calculated energy above the lowest of the compared OMol25 structures with the same formula, charge and spin numbers, same order: 113.88 476.66 117.77 (kJ/mol).
Here are the calculated HOMO-LUMO gap numbers, same order: 11.7 8.5 10.3 (eV).